C6H16NOSi | ωB97M-V with the def2-TZVPD basis set

Properties
lowest unoccupied orbital energy	3.8063	eV
total energy	-657.59692	Ha
net charge	-1

CARTESIAN COORDINATES (ANGSTROEM)
C  -2.160  -1.040  -2.233
C  1.919  1.395  2.442
C  -1.058  1.807  0.979
C  -1.246  -1.262  -0.975
C  0.255  -1.608  -1.388
C  1.261  -1.468  -0.114
N  1.293  -0.292  0.732
O  1.498  1.113  -0.477
Si  0.872  1.641  0.889
H  -1.861  -0.064  -2.620
H  -1.947  -1.863  -2.927
H  -3.206  -0.971  -1.775
H  2.333  0.442  2.396
H  2.798  2.059  2.440
H  1.454  1.666  3.281
H  -1.531  2.788  1.145
H  -1.601  1.540  0.009
H  -1.480  1.073  1.763
H  -1.206  -0.481  -0.213
H  -1.586  -2.132  -0.368
H  0.487  -2.606  -1.754
H  0.487  -0.935  -2.147
H  2.194  -1.806  -0.612
H  1.109  -2.171  0.668
H  0.923  3.172  0.859

Electronic structure analysis, natural (NBO) charges in units of e: atom 1 (C): -0.63, atom 2 (C): -1.09, atom 3 (C): -1.12, atom 4 (C): -0.41, atom 5 (C): -0.41, atom 6 (C): -0.23, atom 7 (N): -0.51, atom 8 (O): -0.93, atom 9 (Si): 1.70, atom 10 (H): 0.21, atom 11 (H): 0.20, atom 12 (H): 0.20, atom 13 (H): 0.24, atom 14 (H): 0.20, atom 15 (H): 0.20, atom 16 (H): 0.21, atom 17 (H): 0.21, atom 18 (H): 0.20, atom 19 (H): 0.24, atom 20 (H): 0.17, atom 21 (H): 0.17, atom 22 (H): 0.20, atom 23 (H): 0.14, atom 24 (H): 0.19, atom 25 (H): -0.36